[1]
DFT (wB97M-V/def2-TZVPD) results for one molecule with the formula C26H30N4O6S.

The geometry in XYZ format:
```
67
Properties=species:S:1:pos:R:3:forces:R:3
C -8.62742 -0.05621 0.24931 0.389 0.006 -0.174
C -7.63718 0.01132 -0.90421 -0.478 0.238 -0.068
O -6.30297 -0.24679 -0.46985 0.284 -0.038 0.131
C -5.65168 0.80467 0.08087 -0.046 -0.210 0.014
O -6.12027 1.91389 0.17810 -0.266 0.323 -0.079
N -4.42131 0.46198 0.53170 0.096 -0.192 -0.034
C -3.53981 1.48662 1.05397 0.040 0.384 -0.076
C -2.44024 1.81226 0.04082 -0.153 0.010 0.212
C -1.83340 0.53760 -0.44654 -0.144 -0.262 -0.001
C -2.47432 -0.65019 -0.31688 0.342 0.108 -0.162
S -1.55853 -1.98922 -0.96116 0.040 0.389 0.096
C -0.29791 -0.91084 -1.42366 -0.495 0.594 0.238
C -0.56674 0.39925 -1.09170 -0.031 -0.580 -0.113
C 0.39951 1.43027 -1.37748 -0.201 -0.367 -0.027
O 0.27325 2.61337 -1.14088 -0.029 0.234 0.063
N 1.56596 0.94458 -1.98543 0.123 0.250 -0.109
C 2.60654 1.92484 -2.31340 0.143 0.164 -0.131
C 3.58401 2.09725 -1.18070 0.005 0.031 -0.063
C 4.75128 1.34488 -1.13710 0.020 0.025 -0.054
C 5.63000 1.48151 -0.07584 0.081 -0.060 0.012
C 5.34923 2.36956 0.94895 0.048 -0.028 0.097
C 4.18805 3.12300 0.90871 -0.008 0.035 0.072
C 3.30853 2.98882 -0.15114 0.007 0.033 -0.054
C 1.85881 -0.36776 -2.25035 -0.303 -0.340 -0.046
O 2.94755 -0.72513 -2.66568 0.369 -0.027 -0.111
N 0.85011 -1.29047 -2.04923 0.180 0.131 -0.237
C 1.12289 -2.69200 -2.31328 0.098 -0.312 0.135
C 1.56319 -3.35881 -0.99950 0.257 0.226 -0.671
O 0.90772 -4.21040 -0.44366 -0.283 -0.275 0.232
N 2.72339 -2.85441 -0.53385 0.456 0.005 0.039
C 3.04560 -2.93883 0.87378 -0.511 0.065 0.153
C 1.94903 -2.22097 1.70023 0.097 -0.389 0.148
C 2.45413 -1.78283 3.07600 -0.200 -0.010 -0.230
C 3.05635 -0.40146 2.78952 -0.035 0.013 -0.108
C 2.39886 0.02011 1.46261 0.233 0.409 -0.005
O 1.53126 -1.02746 1.06327 -0.197 -0.148 0.062
C -3.81363 -0.83273 0.32111 -0.163 -0.419 0.067
H -9.63666 0.07930 -0.12879 -0.138 0.005 -0.017
H -8.55969 -1.01972 0.74908 -0.051 -0.090 0.041
H -8.40985 0.73181 0.96583 -0.039 0.050 0.054
H -7.67373 0.99958 -1.37371 0.008 -0.208 -0.005
H -7.84300 -0.76248 -1.64713 0.044 0.117 0.061
H -4.14588 2.36720 1.26772 0.114 -0.130 0.061
H -3.09441 1.11390 1.98183 -0.009 0.041 -0.005
H -1.67240 2.44694 0.48302 -0.059 0.035 -0.007
H -2.86499 2.35624 -0.80704 0.021 0.092 0.045
H 3.11839 1.56915 -3.20952 -0.108 0.100 0.111
H 2.08977 2.86560 -2.51407 0.099 -0.177 -0.031
H 4.96248 0.64713 -1.93372 0.008 -0.049 -0.078
H 6.53701 0.89482 -0.05054 0.076 -0.039 0.000
H 6.03624 2.47677 1.77562 0.057 0.012 0.068
H 3.96869 3.81972 1.70418 -0.022 0.068 0.071
H 2.39934 3.56987 -0.18446 -0.100 0.054 -0.013
H 0.21353 -3.17236 -2.67983 0.124 0.018 0.030
H 1.91636 -2.74641 -3.06169 -0.176 -0.011 0.082
H 3.15954 -2.11318 -1.06581 -0.104 -0.053 -0.040
H 4.01953 -2.47549 1.02934 0.052 -0.034 -0.004
H 3.08495 -3.98835 1.17468 0.113 0.093 0.077
H 1.06934 -2.86795 1.74357 0.125 0.051 0.022
H 1.61381 -1.69828 3.76421 0.014 -0.059 0.027
H 3.17657 -2.48384 3.48726 0.034 -0.060 0.091
H 4.13801 -0.45726 2.67390 0.030 0.043 0.029
H 2.83733 0.30679 3.58502 0.062 0.016 0.043
H 1.79159 0.92350 1.55516 0.077 -0.014 -0.029
H 3.15648 0.19389 0.68929 -0.055 0.038 0.076
H -4.46743 -1.43840 -0.30845 0.090 0.066 0.143
H -3.70070 -1.34769 1.28761 -0.055 0.005 -0.119
```
Forces are in eV/Å.

LUMO energy in Eh: 0.021
E_tot in Ha: -2077.53960
2S+1: 1
SMILES: CCOC(=O)N1CCc2c(sc3c2c(=O)n(Cc2ccccc2)c(=O)n3CC(=O)NC[C@H]2CCCO2)C1
HOMO-LUMO gap in eV: 8.84

Atom charges from the Löwdin analysis, given in e for atoms 1 to 4: -0.06 -0.22 -0.01 -0.53

[2]
DFT (wB97M-V/def2-TZVPD) results for one molecule with the formula C26H30N6O2S at a distorted geometry.

The geometry in XYZ format:
```
65
Properties=species:S:1:pos:R:3:forces:R:3
C 7.24786 -1.60160 3.96086 -0.001 -0.038 0.036
C 5.80271 -1.78719 3.61614 -0.044 -0.030 -0.103
C 4.81115 -1.28692 4.45658 -0.146 -0.061 -0.071
C 3.47365 -1.47208 4.15856 0.067 0.057 0.178
C 3.12685 -2.15904 3.01198 -0.477 -0.136 -0.274
S 1.39773 -2.39548 2.64117 -0.139 0.317 0.318
O 0.75518 -2.99879 3.77300 0.046 0.215 0.171
O 1.27330 -3.02526 1.36027 0.272 0.212 -0.020
N 0.82436 -0.81643 2.62237 0.134 -0.938 0.471
C 0.74749 -0.06335 1.44696 0.131 0.448 -0.688
C 1.78009 -0.17235 0.50643 -0.029 0.093 -0.065
C 1.75983 0.54443 -0.67271 0.065 0.011 -0.115
C 0.68640 1.39185 -0.88682 -0.305 -0.169 0.576
C -0.34796 1.52395 0.06716 0.660 -0.180 -0.493
C -0.32368 0.79012 1.24376 0.222 -0.083 0.043
N -1.28386 2.40257 -0.40362 -0.406 0.291 0.073
C -0.86698 2.77854 -1.58325 0.042 0.161 0.258
C -1.65675 3.69086 -2.44770 -0.166 -0.137 -0.336
C -2.40699 2.97395 -3.60747 0.038 0.216 0.039
N -3.11981 1.75866 -3.29686 -0.050 -0.055 0.024
C -3.98527 1.86246 -2.12960 -0.245 -0.149 0.033
C -4.83352 0.59262 -1.99884 -0.070 0.408 0.131
N -3.98344 -0.57484 -1.93219 -0.144 -0.048 -0.281
C -3.38107 -0.96988 -0.75969 0.114 -0.353 0.356
C -3.97383 -0.78796 0.50035 -0.033 0.159 0.026
C -3.35277 -1.32242 1.60900 0.105 -0.031 -0.096
C -2.15972 -2.01948 1.46216 -0.018 -0.048 0.035
C -1.64273 -2.13262 0.18410 0.082 -0.140 0.330
N -2.22473 -1.62886 -0.88844 -0.146 0.202 -0.307
C -3.19131 -0.66844 -3.14084 0.432 -0.052 -0.223
C -2.29374 0.56305 -3.25593 -0.072 -0.337 -0.063
N 0.33663 2.22413 -1.92753 -0.190 0.073 0.227
C 1.07691 2.38346 -3.14485 0.097 -0.091 -0.284
C 4.09061 -2.66805 2.16542 -0.111 -0.105 -0.125
C 5.42801 -2.47953 2.46976 -0.028 0.052 0.122
H 7.41813 -0.62154 4.40037 0.069 0.057 0.020
H 7.87654 -1.71062 3.08108 0.082 0.013 -0.027
H 7.55210 -2.35215 4.69056 0.086 -0.020 0.043
H 5.09400 -0.75048 5.35038 0.009 0.066 0.089
H 2.69388 -1.09715 4.80157 -0.035 0.117 0.142
H 0.02535 -0.71693 3.23010 -0.049 -0.200 0.153
H 2.59272 -0.84944 0.71090 0.138 0.013 -0.099
H 2.55254 0.43499 -1.39714 0.105 -0.041 -0.058
H -1.12264 0.87579 1.96267 -0.150 -0.010 0.088
H -2.38520 4.17900 -1.80030 0.114 0.019 0.016
H -1.01603 4.45990 -2.88532 -0.050 0.094 0.023
H -3.13513 3.69055 -4.00477 0.141 0.042 -0.047
H -1.70055 2.73806 -4.40763 -0.034 0.050 -0.036
H -4.63662 2.72932 -2.26991 -0.039 0.031 0.064
H -3.40925 1.99242 -1.20188 -0.132 0.050 -0.061
H -5.47161 0.66291 -1.11976 -0.027 -0.012 -0.053
H -5.47060 0.48306 -2.88212 -0.017 0.034 0.098
H -4.90413 -0.25454 0.61125 -0.068 0.027 -0.010
H -3.80006 -1.19933 2.58642 -0.044 0.001 0.037
H -1.64794 -2.46357 2.30178 0.011 -0.078 0.086
H -0.70682 -2.64693 0.00967 0.046 -0.045 0.071
H -2.58384 -1.57041 -3.09061 -0.100 0.109 -0.148
H -3.87550 -0.71734 -3.99187 0.033 0.017 0.011
H -1.71312 0.51574 -4.18105 0.042 -0.012 0.013
H -1.60646 0.54029 -2.39866 0.052 -0.040 -0.065
H 2.14261 2.43603 -2.91710 -0.039 0.052 -0.045
H 0.90443 1.53893 -3.81842 0.033 0.053 -0.019
H 0.77718 3.30261 -3.64539 0.034 -0.031 0.018
H 3.77706 -3.20400 1.28303 0.035 -0.059 -0.132
H 6.18834 -2.87525 1.81250 0.068 -0.029 -0.070
```
Forces are in eV/Å.

LUMO energy in Eh: 0.024
E_tot in Ha: -1885.99091
2S+1: 1
SMILES: Cc1ccc(S(=O)(=O)Nc2ccc3c(c2)nc(CCN2CCN(c4ccccn4)CC2)n3C)cc1
HOMO-LUMO gap in eV: 8.09

Atom charges from the Löwdin analysis, given in e for atoms 1 to 4: -0.05 -0.27 -0.03 -0.05

[3]
DFT (wB97M-V/def2-TZVPD) results for C26H30N6OSTl as an isolated structure at a distorted geometry.

The geometry in XYZ format:
```
65
Properties=species:S:1:pos:R:3:forces:R:3
Tl 0.41190 -0.02082 -0.00914 -0.058 -0.222 -0.060
N 2.42654 0.32407 4.12418 -0.023 -0.051 0.089
C 2.00342 0.19527 2.85545 0.215 0.079 0.051
O 0.82605 -0.02896 2.59346 0.061 -0.028 0.001
C 3.08916 0.40572 1.80263 -0.242 -0.081 -0.084
C 2.72716 0.00053 0.38990 -1.570 -0.024 -0.258
H 1.77774 0.19017 4.88180 -0.038 0.012 -0.027
H 3.39416 0.48170 4.34338 0.010 -0.016 -0.026
H 3.96781 -0.14986 2.14193 0.073 0.127 0.011
H 3.34119 1.46912 1.83217 0.052 -0.009 0.073
H 3.01515 -1.02426 0.17049 0.026 -0.001 -0.065
H 3.13794 0.67295 -0.35568 0.024 -0.039 -0.039
C -1.93753 0.51125 -4.68495 0.095 -0.223 -0.176
N -1.93828 1.54020 -3.66683 -0.067 0.168 0.375
C -2.91279 2.50103 -3.50216 -0.068 0.143 -0.050
C -2.55423 3.26636 -2.46065 -0.105 0.017 -0.030
N -1.35042 2.76760 -1.96827 -0.373 -0.206 -0.306
C -0.97450 1.69404 -2.73296 0.096 0.114 -0.081
S 0.44883 0.79957 -2.72185 0.426 -0.152 0.083
C -0.70032 3.37078 -0.86455 0.368 0.178 0.256
C -0.72981 4.75790 -0.75834 -0.071 -0.045 -0.065
C -0.16866 5.34903 0.35832 0.060 -0.123 0.001
C 0.41714 4.53981 1.31928 -0.050 0.060 0.020
C 0.41288 3.17385 1.11301 0.074 0.054 -0.004
N -0.12527 2.59234 0.04111 -0.088 0.052 -0.108
H -2.82639 0.62786 -5.29889 -0.014 0.043 0.038
H -1.94304 -0.47544 -4.22313 0.015 0.042 0.038
H -1.04856 0.59941 -5.30722 -0.010 0.013 0.023
H -3.77229 2.56147 -4.14480 -0.022 -0.037 0.015
H -3.06631 4.08988 -1.99982 0.019 -0.001 0.048
H -1.17557 5.35886 -1.53770 0.015 -0.013 -0.026
H -0.17758 6.42446 0.46928 -0.007 0.009 -0.013
H 0.86760 4.95771 2.20784 -0.009 -0.016 0.018
H 0.85118 2.50156 1.84101 -0.013 0.001 0.017
N 0.47327 -3.34068 -1.68221 -0.022 -0.001 -0.058
N 0.36316 -2.73044 -0.39554 0.116 -0.038 0.076
H 0.61969 -4.34143 -1.61067 0.036 -0.007 0.020
H 1.26315 -2.93836 -2.16806 -0.019 0.066 -0.009
H 1.02879 -3.10330 0.27776 -0.012 -0.128 -0.046
H -0.56839 -2.92981 -0.04927 -0.023 0.103 0.025
C -6.23064 -2.68827 -1.75573 0.008 -0.044 -0.044
C -5.17510 -2.93149 -2.62235 -0.032 0.015 -0.022
C -3.93028 -2.38360 -2.36224 0.019 0.059 0.069
C -3.71806 -1.57459 -1.24211 -0.147 0.015 -0.156
C -4.79167 -1.32918 -0.38370 0.075 -0.038 0.017
C -6.03242 -1.88975 -0.63774 -0.027 0.068 0.036
C -2.34590 -1.09523 -1.00454 -0.054 -0.143 0.043
C -1.88723 -0.25762 -0.08022 1.694 0.152 0.042
C -2.52017 0.69362 0.83071 -0.219 0.177 0.243
C -3.38300 1.67846 0.34080 0.058 -0.098 0.065
C -3.76739 2.73919 1.14627 -0.071 0.065 -0.046
C -3.33072 2.81970 2.46003 0.052 0.026 0.049
C -2.53760 1.80454 2.98026 0.006 0.067 0.013
C -2.12913 0.75871 2.17308 -0.123 -0.100 -0.171
H -7.19882 -3.13309 -1.94243 -0.018 0.023 -0.005
H -5.31608 -3.55529 -3.49526 -0.019 -0.018 0.012
H -3.09683 -2.60023 -3.02143 0.013 -0.010 0.000
H -4.64314 -0.72163 0.49860 -0.050 -0.027 0.004
H -6.85066 -1.70628 0.04634 -0.006 -0.001 0.000
H -1.62046 -1.56613 -1.66709 0.034 -0.015 0.063
H -3.73367 1.61388 -0.68178 0.034 0.006 -0.024
H -4.40776 3.51616 0.74601 -0.028 -0.020 -0.009
H -3.59994 3.66974 3.07284 -0.069 -0.031 0.024
H -2.21056 1.84608 4.01140 -0.020 -0.010 0.014
H -1.47623 -0.00922 2.56506 0.015 0.060 0.032
```
Forces are in eV/Å.

LUMO energy in Eh: -0.084
E_tot in Ha: -1982.98762
2S+1: 1
HOMO-LUMO gap in eV: 7.82
Charge: +1

Atom charges from the Löwdin analysis, given in e for atoms 1 to 4: 0.96 0.19 -0.54 -0.05